# 1
Here is a cluster of 5 separate species, C43H66F13N3O9S2 in total in a non-equilibrium geometry from the Open Molecules 2025 dataset. Energies are from ωB97M-V/def2-TZVPD.

```
136
C43H66F13N3O9S2 (ωB97M-V/def2-TZVPD)
C 2.2979 -3.3428 0.1399
C 2.5646 -3.0223 1.6206
N 1.6170 -2.0379 2.1848
C 1.9790 -1.7276 3.5921
C 3.0964 -0.6822 3.6658
C 0.2757 -2.5204 2.1232
S -0.2775 -3.8415 2.8755
S -0.8549 -1.6236 1.1019
C -0.5242 0.1132 1.5074
C -1.7533 0.9188 0.9918
C -1.4164 2.2014 0.2200
C -1.2934 2.0693 -1.3284
C -0.6478 3.3379 -1.7430
N -0.1307 4.2906 -2.0757
C -0.3147 0.9312 -1.7083
C 1.1732 1.2572 -1.5370
C 2.0204 -0.0220 -1.4505
C 2.2379 -0.6538 -2.8430
C 3.3706 0.3200 -0.8178
C -2.6831 1.9483 -2.1435
C -2.5180 2.7008 -3.4159
N -2.4527 3.2174 -4.4237
C -3.8874 2.6861 -1.4663
C -4.6330 1.9971 -0.3571
O -4.7230 2.4382 0.7499
C -3.0799 0.5266 -2.6735
C -3.1888 -0.6475 -1.7030
C -3.8667 -1.8665 -2.2897
F -3.7949 -2.8750 -1.3703
F -5.1904 -1.6279 -2.5229
C -3.2424 -2.3995 -3.6137
F -1.8978 -2.2533 -3.5389
F -3.6910 -1.6285 -4.6214
C -3.5664 -3.8945 -3.9692
F -3.6344 -3.9912 -5.3088
F -4.7727 -4.2161 -3.4696
C -2.4773 -4.9209 -3.4995
F -1.4499 -4.8219 -4.3616
F -2.0165 -4.6248 -2.2684
C -2.9571 -6.4132 -3.4941
F -1.8959 -7.1870 -3.7743
F -3.8822 -6.5961 -4.4512
C -3.5410 -6.9049 -2.1264
F -4.2360 -5.9486 -1.5191
F -4.3473 -7.9351 -2.3423
F -2.5629 -7.2895 -1.3204
H 1.2996 -3.0309 -0.1748
H 3.0196 -2.8417 -0.5110
H 2.3624 -4.4208 -0.0339
H 3.5588 -2.5743 1.7011
H 2.5381 -3.9432 2.2201
H 1.0795 -1.3293 4.0707
H 2.2536 -2.6506 4.1208
H 3.6106 -0.6127 2.7046
H 3.8187 -0.9242 4.4485
H 2.6706 0.3018 3.8774
H 0.4109 0.4226 1.0339
H -0.4299 0.2289 2.5872
H -2.3430 1.1913 1.8719
H -2.4009 0.2658 0.4112
H -2.1183 2.9970 0.4806
H -0.4405 2.5494 0.5798
H -0.5272 0.0525 -1.0967
H -0.4647 0.6802 -2.7648
H 1.5231 1.8298 -2.4017
H 1.3458 1.8474 -0.6283
H 1.5198 -0.7522 -0.8006
H 3.2608 -1.0289 -2.9450
H 1.5537 -1.4917 -3.0186
H 2.0590 0.0772 -3.6391
H 3.2557 0.8685 0.1227
H 3.9593 0.9518 -1.4979
H 3.9543 -0.5817 -0.6314
H -4.6239 2.8428 -2.2654
H -3.5646 3.6602 -1.0907
H -5.1928 1.0783 -0.6129
H -2.3767 0.2703 -3.4687
H -4.0494 0.6508 -3.1727
H -3.7821 -0.4299 -0.8138
H -2.2140 -0.9992 -1.3613
C -6.9296 -2.0276 2.1486
C -5.6195 -1.7168 1.4580
O -4.6452 -1.1838 2.3597
C -3.8369 -1.9604 3.1059
C -4.0995 -3.4392 3.2108
O -2.9457 -1.4206 3.7082
H -6.8113 -2.8073 2.9011
H -7.6680 -2.3644 1.4204
H -7.3109 -1.1355 2.6452
H -5.2175 -2.5826 0.9287
H -5.7619 -0.9261 0.7228
H -4.7422 -3.6129 4.0746
H -3.1445 -3.9311 3.3748
H -4.5677 -3.8726 2.3310
C -0.6722 1.0083 9.0040
C -1.2666 1.8589 7.9015
O -0.3946 1.9648 6.7709
C -0.3705 1.0476 5.7823
C -1.1053 -0.2582 5.9431
O 0.2863 1.2948 4.8031
H -0.5274 -0.0225 8.6808
H -1.3304 1.0053 9.8734
H 0.2976 1.4061 9.3023
H -2.2501 1.5023 7.5944
H -1.3915 2.8855 8.2424
H -0.4280 -0.9929 6.3806
H -1.4163 -0.5997 4.9613
H -1.9962 -0.1886 6.5615
C 3.1367 8.1980 -2.0387
C 3.7799 8.1341 -3.4085
O 4.0239 6.7887 -3.8276
C 3.0854 6.0333 -4.4470
C 1.6596 6.5252 -4.5092
O 3.4178 4.9629 -4.8776
H 2.1513 7.7323 -2.0358
H 3.0272 9.2358 -1.7216
H 3.7556 7.6740 -1.3106
H 3.1977 8.6710 -4.1581
H 4.7673 8.5935 -3.3838
H 1.1283 6.1411 -3.6369
H 1.1991 6.1076 -5.4005
H 1.5587 7.6065 -4.5423
C 7.4796 1.1915 -2.3782
C 7.4792 1.2022 -0.8646
O 6.6884 0.1396 -0.3181
C 7.1609 -1.1029 -0.1003
C 8.5134 -1.4916 -0.6480
O 6.4585 -1.8856 0.4827
H 7.9403 0.2859 -2.7744
H 8.0299 2.0514 -2.7602
H 6.4569 1.2398 -2.7525
H 8.4884 1.1803 -0.4515
H 7.0030 2.1091 -0.4949
H 8.3695 -1.9206 -1.6395
H 8.9303 -2.2563 0.0017
H 9.2214 -0.6708 -0.7213
```

Computed properties:
* electronic energy: -4614.12207 Eh
* largest force on an atom: 1.93 eV/Å
* SMILES: CCN(CC)C(=S)SCCC[C@@](C#N)(CCC(C)C)[C@](C#N)(CC=O)CCC(F)(F)C(F)(F)C(F)(F)C(F)(F)C(F)(F)C(F)(F)F.CCOC(C)=O.CCOC(C)=O.CCOC(C)=O.CCOC(C)=O
* net charge: 0
* HOMO-LUMO gap: 0.3012 Ha

Atomic partial charges in e from the Löwdin method, atoms 1 to 5: C -0.0674; C -0.2371; N -0.2189; C -0.2474; C -0.0601

=====

# 2
Here is a structure of composition C43H70N5P2PtSi in a non-equilibrium geometry from the Open Molecules 2025 dataset. Energies are from ωB97M-V/def2-TZVPD.

```
122
C43H70N5P2PtSi (ωB97M-V/def2-TZVPD)
Pt 0.3701 0.3832 -0.0996
C -2.1711 0.7151 2.6165
Si -0.5671 1.2107 1.8369
C 0.6587 0.7795 3.1865
C 0.2369 0.7728 4.5276
C 1.0300 0.2437 5.5356
C 2.2618 -0.3128 5.2168
C 2.6989 -0.3045 3.9014
C 1.9047 0.2366 2.8885
P 2.4835 0.4053 1.1811
C 3.6428 -0.9804 0.8371
C 5.0916 -0.9143 1.3879
C 5.6732 -2.3255 1.5878
C 5.2043 -3.2470 0.4640
C 3.6916 -3.5049 0.5958
C 2.9611 -2.3026 1.2209
C 3.5053 1.9606 1.3818
C 4.6152 2.0926 0.2879
C 5.8949 2.7388 0.8305
C 5.5255 3.9848 1.6274
C 4.6968 3.6007 2.8742
C 4.1047 2.1852 2.7797
C -0.6519 3.0241 1.2915
C -0.5307 4.0425 2.2464
C -0.5784 5.3860 1.8847
C -0.7809 5.7281 0.5549
C -0.9213 4.7282 -0.4039
C -0.8425 3.3833 -0.0496
P -0.9791 1.9947 -1.2585
C -2.8075 1.7282 -1.5583
C -3.6374 1.1274 -0.4124
C -4.2111 2.1686 0.5562
C -5.0553 3.1894 -0.1994
C -4.1858 3.9156 -1.2209
C -3.5523 2.9235 -2.2023
C -0.5403 2.3222 -3.0304
C 0.0212 3.7020 -3.4513
C 1.0385 3.5747 -4.5936
C 0.5817 2.5567 -5.6368
C 0.4456 1.1395 -5.0293
C 0.3858 1.1789 -3.4991
H -2.5430 1.5606 3.2082
H -2.0061 -0.1382 3.2808
H -2.9472 0.4361 1.9107
H -0.7313 1.1879 4.7930
H 0.6809 0.2489 6.5618
H 2.8844 -0.7459 5.9911
H 3.6728 -0.7218 3.6732
H 3.6946 -0.9683 -0.2567
H 5.1444 -0.3637 2.3251
H 5.7214 -0.3798 0.6775
H 5.3568 -2.7391 2.5518
H 6.7614 -2.2622 1.6116
H 5.7455 -4.1929 0.4889
H 5.4300 -2.7766 -0.4990
H 3.5274 -4.3779 1.2306
H 3.2672 -3.7392 -0.3855
H 2.9315 -2.4023 2.3059
H 1.9232 -2.2847 0.8950
H 2.7600 2.7541 1.2626
H 4.2595 2.7132 -0.5177
H 4.8573 1.1206 -0.1487
H 6.5454 2.9954 -0.0064
H 6.4489 2.0389 1.4653
H 4.9472 4.6520 0.9805
H 6.4213 4.5306 1.9206
H 3.8852 4.3171 3.0200
H 5.3256 3.6436 3.7654
H 3.3401 2.0798 3.5448
H 4.8823 1.4503 2.9966
H -0.3782 3.7805 3.2932
H -0.4669 6.1585 2.6379
H -0.8399 6.7703 0.2622
H -1.0930 5.0089 -1.4374
H -2.7363 0.9497 -2.3260
H -3.0230 0.3919 0.1117
H -4.4804 0.5883 -0.8608
H -3.4014 2.6944 1.0699
H -4.8138 1.6671 1.3172
H -5.4898 3.9049 0.5015
H -5.8829 2.6813 -0.7086
H -3.4198 4.4827 -0.6907
H -4.7820 4.6292 -1.7925
H -2.8965 3.4619 -2.8942
H -4.3631 2.5022 -2.8074
H -1.4911 2.1662 -3.5407
H 0.4949 4.1972 -2.6109
H -0.8086 4.3333 -3.7897
H 2.0176 3.2859 -4.1979
H 1.1661 4.5522 -5.0603
H 1.2806 2.5414 -6.4735
H -0.3828 2.8852 -6.0394
H 1.2861 0.5133 -5.3350
H -0.4611 0.6634 -5.4122
H 1.3815 1.3290 -3.0781
H 0.0225 0.2203 -3.1209
C 0.7402 -2.4332 -1.7404
N 0.4537 -3.8292 -2.0470
C -0.7672 -3.8784 -2.8692
N -1.9140 -3.2752 -2.1712
C -1.5947 -1.8863 -1.8524
N -0.3770 -1.7720 -1.0071
C -0.6393 -2.5647 0.2334
N -0.9389 -3.9611 -0.0544
C 0.1937 -4.5446 -0.7883
C -2.1294 -4.0113 -0.9166
H 0.9050 -1.8935 -2.6746
H 1.6400 -2.3708 -1.1304
H -0.9999 -4.9176 -3.0990
H -0.5911 -3.3407 -3.8013
H -2.4288 -1.4329 -1.3148
H -1.4293 -1.3392 -2.7818
H -1.4893 -2.1143 0.7480
H 0.2293 -2.5047 0.8780
H -0.0316 -5.5866 -1.0147
H 1.0871 -4.5061 -0.1622
H -2.9742 -3.5720 -0.3854
H -2.3602 -5.0506 -1.1492
N 1.8118 3.0155 -1.4224
H 2.5416 2.9875 -2.1231
H 1.9951 2.2817 -0.7298
H 1.8724 3.9098 -0.9427
```

Computed properties:
* electronic energy: -3045.68274 Eh
* relative energy (zero: lowest compared OMol25 entry of this formula, charge and spin): 179.2 kJ/mol
* largest force on an atom: 1.58 eV/Å
* net charge: +1
* HOMO-LUMO gap: 0.2630 Ha

Atomic partial charges in e from the Löwdin method, atoms 1 to 5: Pt 0.5663; C -0.1747; Si 0.5003; C -0.2803; C -0.0867

=====

# 3
Here is a cluster of 6 separate species, C43H71B2BrN2O22S2 in total in a non-equilibrium geometry from the Open Molecules 2025 dataset. Energies are from ωB97M-V/def2-TZVPD.

```
143
C43H71B2BrN2O22S2 (ωB97M-V/def2-TZVPD)
C -3.4908 -5.2981 0.9795
C -3.4180 -5.0475 -0.5831
C -2.4152 -3.8906 -0.9639
Br -0.5526 -4.5637 -1.2673
C -2.9092 -2.9319 -2.0853
C -3.4824 -3.4211 -3.3749
C -3.6493 -4.9195 -3.7656
C -2.2880 -5.6427 -4.1851
C -1.4222 -4.7862 -5.1963
N -0.4408 -3.8895 -4.5399
C -3.9089 -2.4434 -4.3918
C -3.8177 -0.9916 -4.1747
B -4.3330 0.0650 -5.2862
O -5.4061 0.9153 -4.9770
O -3.7635 0.1319 -6.5791
C -2.3085 0.2638 -6.3773
C -3.2372 -0.5556 -2.9082
C -2.7631 -1.4807 -1.8546
N -2.1681 -1.0063 -0.6276
C -0.6876 -0.8274 -0.7035
C -0.0651 -0.8010 -2.1479
C 1.5002 -0.5917 -1.9388
O 1.8214 0.7975 -1.7298
C 2.7805 0.9718 -0.7524
C 2.7154 2.3392 0.0440
O 3.6626 0.1936 -0.4893
C -2.8456 0.1303 -0.0603
C -3.0242 0.1226 1.4093
S -2.3814 -1.3413 2.3246
C -3.6595 1.2445 2.1385
C -3.7856 1.2264 3.7060
C -2.2998 1.2275 4.3105
C -2.0653 2.3252 5.4023
C -0.6035 2.1060 6.0008
O 0.3604 1.9843 4.9274
C -4.1221 2.3751 1.3430
C -3.9898 2.4171 -0.1161
B -4.5742 3.6953 -0.8804
O -4.0614 4.9726 -0.5839
O -5.6266 3.5722 -1.8217
C -3.3361 1.3033 -0.7941
S -3.0926 1.2490 -2.6086
H -2.4316 -5.2869 1.3675
H -4.0868 -4.4453 1.4108
H -4.0009 -6.2754 1.1942
H -4.4465 -4.7918 -0.9744
H -3.1228 -5.9772 -1.1519
H -2.3203 -3.2556 -0.0350
H -4.2308 -5.5205 -3.0111
H -4.2829 -4.9579 -4.7002
H -2.6227 -6.5527 -4.7686
H -1.7106 -6.0395 -3.3152
H -0.8135 -5.5354 -5.7867
H -2.0515 -4.2580 -5.9768
H -0.8380 -3.4133 -3.7279
H -0.2673 -3.1372 -5.2203
H -4.3316 -2.7645 -5.3775
H -5.7374 1.3298 -5.7948
H -1.8899 -0.7499 -6.1475
H -1.9142 0.6867 -7.3324
H -2.1475 0.9415 -5.4946
H -0.2338 -1.7255 -0.1827
H -0.3333 0.0936 -0.1731
H -0.1609 -1.7691 -2.7074
H -0.4428 0.0667 -2.7542
H 2.0344 -1.0253 -2.8206
H 1.7661 -1.2500 -1.0602
H 3.7159 2.4942 0.5156
H 1.8718 2.3034 0.7760
H 2.5132 3.1251 -0.7388
H -3.4732 -2.0886 2.6883
H -4.3916 0.3518 4.0522
H -4.2579 2.1888 4.0345
H -1.5916 1.3355 3.4432
H -2.0846 0.2254 4.7850
H -2.7593 2.2738 6.2794
H -2.0631 3.3524 4.9549
H -0.3053 2.9346 6.6945
H -0.5742 1.1425 6.5751
H 0.5659 1.0485 4.7727
H -4.5890 3.2321 1.8833
H -4.8042 5.5702 -0.3690
H -6.3916 3.1476 -1.3939
C -4.6320 -8.0017 -10.1692
O -4.3626 -9.2554 -9.5428
C -3.6475 -9.1630 -8.4158
O -3.2369 -8.1455 -7.9197
O -3.4680 -10.3991 -7.9361
C -2.7146 -10.4531 -6.7252
H -5.2142 -8.2013 -11.0672
H -5.2185 -7.3602 -9.5104
H -3.7035 -7.5088 -10.4595
H -3.2248 -9.9090 -5.9295
H -1.7099 -10.0575 -6.8787
H -2.6347 -11.4990 -6.4341
C 2.7968 3.6230 4.2141
O 4.0674 4.0157 4.7400
C 5.0134 4.1907 3.8119
O 4.8755 4.0468 2.6237
O 6.1430 4.5538 4.4333
C 7.2483 4.7766 3.5574
H 2.1115 3.5105 5.0486
H 2.4042 4.3907 3.5453
H 2.8734 2.6652 3.6983
H 7.0319 5.5885 2.8622
H 7.5016 3.8643 3.0160
H 8.1026 5.0641 4.1686
C -1.5482 5.4480 1.1921
O -0.3653 6.1970 1.4828
C -0.5713 7.5078 1.6394
O -1.6320 8.0734 1.5571
O 0.6081 8.0844 1.9043
C 0.5389 9.4962 2.0966
H -1.2611 4.4025 1.0871
H -2.2651 5.5289 2.0106
H -1.9941 5.7788 0.2566
H -0.0957 9.7382 2.9500
H 0.1754 9.9904 1.1948
H 1.5477 9.8498 2.3032
C 8.9583 5.9094 7.0220
O 10.2261 6.3013 7.5463
C 11.1711 6.4755 6.6159
O 11.0297 6.3308 5.4284
O 12.3007 6.8382 7.2344
C 13.4035 7.0599 6.3562
H 8.2727 5.7976 7.8600
H 8.5645 6.6758 6.3531
H 9.0344 4.9508 6.5072
H 13.1851 7.8712 5.6609
H 13.6545 6.1469 5.8151
H 14.2577 7.3470 6.9670
C 3.0249 -1.6472 1.9257
O 1.9850 -2.5966 2.1794
C 2.4010 -3.8652 2.2506
O 3.5352 -4.2471 2.1228
O 1.3329 -4.6383 2.4887
C 1.6293 -6.0298 2.5889
H 2.5684 -0.6597 1.8883
H 3.7620 -1.6579 2.7299
H 3.4999 -1.8439 0.9655
H 2.3107 -6.2198 3.4192
H 2.0492 -6.4024 1.6538
H 0.6936 -6.5524 2.7814
```

Computed properties:
* electronic energy: -6866.08386 Eh
* largest force on an atom: 3.00 eV/Å
* SMILES: CC[C@@H](Br)c1c(CCCN)cc(B(O)OC)c2c1N(CCCOC(C)=O)c1c(S)c(CCCCO)cc(B(O)O)c1S2.COC(=O)OC.COC(=O)OC.COC(=O)OC.COC(=O)OC.COC(=O)OC
* net charge: 0
* HOMO-LUMO gap: 0.2989 Ha

Atomic partial charges in e from the Löwdin method, atoms 1 to 5: C -0.1003; C -0.2854; C -0.5708; Br 0.7370; C -0.1050